Entry 1:
Density functional theory data (ωB97M-V/def2-TZVPD) for a 2-piece molecular cluster, C43H39BF6N2O3S overall.

Values from the calculation:
**HOMO level**: -0.244 hartree
**Kohn-Sham gap**: 4.20 eV
**Molecular weight**: 788.66 g/mol
**2S+1**: 1

Element x y z (Å)
C: -0.49 1.62 -8.69
C: -0.36 1.61 -7.23
C: -1.22 2.09 -6.26
C: -0.71 1.97 -4.92
C: 0.53 1.38 -4.90
B: 1.65 1.12 -3.68
C: 0.92 -0.28 -3.37
C: 1.44 -1.46 -3.88
C: 0.61 -2.58 -3.97
C: 1.13 -3.82 -4.65
F: 0.16 -4.75 -4.86
F: 1.68 -3.52 -5.87
F: 2.12 -4.42 -3.91
C: -0.69 -2.55 -3.50
C: -1.18 -1.37 -2.93
C: -2.64 -1.26 -2.61
F: -2.91 -0.23 -1.75
F: -3.40 -1.05 -3.73
F: -3.12 -2.41 -2.03
C: -0.34 -0.28 -2.77
O: 2.95 1.05 -4.28
C: 3.40 2.41 -4.33
C: 2.44 3.24 -3.44
O: 1.49 2.31 -2.91
S: 1.11 1.03 -6.48
H: -1.44 2.06 -8.98
H: 0.33 2.18 -9.15
H: -0.45 0.59 -9.08
H: -2.20 2.49 -6.50
H: -1.26 2.29 -4.04
H: 2.45 -1.50 -4.28
H: -1.33 -3.41 -3.58
H: -0.70 0.61 -2.27
H: 4.43 2.43 -3.94
H: 3.41 2.79 -5.37
H: 2.99 3.68 -2.61
H: 1.93 4.02 -4.02
C: -1.68 -1.70 5.41
N: -1.37 -1.86 4.01
C: -1.57 -3.06 3.37
O: -1.91 -4.11 3.90
C: -1.29 -2.84 1.89
C: -2.60 -2.95 1.11
C: -3.64 -2.05 1.72
C: -4.60 -2.56 2.60
C: -5.54 -1.72 3.18
C: -5.52 -0.34 2.91
C: -4.57 0.17 2.03
C: -3.67 -0.69 1.39
N: -0.73 -1.49 1.86
C: -0.27 -0.91 0.73
C: -0.15 0.47 0.62
C: 0.71 1.20 -0.21
C: 1.21 2.47 0.24
C: 2.47 2.95 -0.20
C: 3.03 4.11 0.33
C: 2.35 4.83 1.33
C: 1.12 4.35 1.81
C: 0.54 3.22 1.24
C: -0.83 -0.79 3.18
C: 0.46 -0.26 3.72
C: 1.36 -1.07 4.30
C: 2.41 -0.65 5.22
C: 3.36 -1.61 5.65
C: 4.31 -1.28 6.61
C: 4.34 0.01 7.16
C: 3.42 0.97 6.73
C: 2.47 0.66 5.76
H: -1.90 -2.68 5.83
H: -0.83 -1.24 5.93
H: -2.56 -1.05 5.53
H: -0.52 -3.54 1.55
H: -2.44 -2.71 0.06
H: -2.93 -4.00 1.18
H: -4.57 -3.63 2.84
H: -6.30 -2.14 3.85
H: -6.24 0.32 3.39
H: -4.52 1.24 1.82
H: -2.99 -0.32 0.63
H: -0.02 -1.59 -0.09
H: -0.79 1.05 1.30
H: 1.19 0.72 -1.07
H: 3.01 2.37 -0.95
H: 4.02 4.43 -0.01
H: 2.80 5.73 1.75
H: 0.63 4.86 2.63
H: -0.45 2.90 1.60
H: -1.55 0.04 3.10
H: 0.65 0.80 3.55
H: 1.34 -2.15 4.10
H: 3.32 -2.61 5.21
H: 5.03 -2.04 6.94
H: 5.09 0.26 7.92
H: 3.45 1.98 7.15
H: 1.75 1.41 5.41

---

Entry 2:
Density functional theory data (ωB97M-V/def2-TZVPD) for a 2-piece molecular cluster, C5H12O2 overall.

Values from the calculation:
**Energy above the lowest of the compared OMol25 structures with the same formula, charge and spin**: 3.373 eV
**HOMO level (alpha / beta)**: 0.036 / -0.116 hartree
**Expectation value of S²**: 0.754
**Kohn-Sham gap (alpha / beta)**: 2.66 / 6.65 eV
**Molecular weight**: 104.15 g/mol
**Net charge**: -1
**2S+1**: 2

Element x y z (Å)
C: 1.47 0.57 -0.54
C: 0.17 0.64 -1.39
C: -0.12 -1.66 0.97
O: 1.20 -2.33 1.11
C: -0.53 -1.72 -0.56
C: -0.57 -0.69 -1.40
H: 1.24 0.40 0.49
H: 1.91 1.49 -0.41
H: 2.25 -0.13 -0.87
H: 0.23 1.28 -2.35
H: -0.70 1.37 -0.94
H: -0.80 -2.26 1.69
H: 0.00 -0.57 1.29
H: 1.47 -2.33 2.01
H: -0.77 -2.84 -0.70
H: -1.42 -0.63 -2.05
H: -0.98 2.84 0.97
H: -2.06 3.57 1.69
O: -1.99 3.01 0.97

---

Entry 3:
Density functional theory data (ωB97M-V/def2-TZVPD) for a 2-piece molecular cluster, C2H7OS overall.

Values from the calculation:
**Energy above the lowest of the compared OMol25 structures with the same formula, charge and spin**: 0.286 eV
**HOMO level**: -0.090 hartree
**Kohn-Sham gap**: 6.85 eV
**Molecular weight**: 79.14 g/mol
**Net charge**: -1
**2S+1**: 1

Element x y z (Å)
C: -0.73 -0.85 0.23
C: -1.27 0.44 -0.40
S: -0.16 1.83 -0.58
H: -0.03 -0.65 1.05
H: -0.34 -1.56 -0.50
H: -1.53 -1.37 0.78
H: -2.14 0.71 0.22
H: -1.69 0.15 -1.38
H: 2.48 -0.29 0.02
H: 2.45 1.19 0.13
O: 2.95 0.41 0.43

---

Entry 4:
Density functional theory data (ωB97M-V/def2-TZVPD) for one molecule with the formula C5H9NOSe.

Values from the calculation:
**Energy above the lowest of the compared OMol25 structures with the same formula, charge and spin**: 0.821 eV
**Structure (SMILES)**: CC1(C)[Se]CNC1=O
**HOMO level (alpha / beta)**: -0.313 / -0.313 hartree
**Kohn-Sham gap (alpha / beta)**: 8.38 / 8.38 eV
**Molecular weight**: 178.09 g/mol
**2S+1**: 1

Element x y z (Å)
C: 0.02 0.61 -1.81
C: -0.01 0.06 -0.50
C: -0.57 -1.41 -0.46
Se: -1.29 1.70 0.79
C: 0.02 1.05 2.14
N: 1.26 0.77 1.49
C: 1.32 0.13 0.32
O: 2.31 -0.38 -0.14
H: -0.92 0.47 -2.39
H: 0.76 -0.04 -2.28
H: 0.27 1.69 -1.84
H: -0.43 -2.03 -1.45
H: -1.61 -1.25 -0.39
H: -0.19 -2.05 0.37
H: -0.46 0.09 2.59
H: 0.12 1.95 2.97
H: 2.16 1.21 1.72

---

Look up the 2S+1 of the third one. 1

---

What is the molecular weight in the first record? 788.66 g/mol